Entry from OMol25: an isolated ion of composition C6H7N2O4 and charge -1 at a distorted geometry (the ωB97M-V functional and the def2-TZVPD basis).

Atoms and positions in Å:
C (-1.231, 0.365, 1.528)
C (-1.112, -1.446, -1.840)
C (-0.072, -0.668, -1.423)
C (2.151, 0.890, -0.855)
C (-0.296, -0.719, 1.047)
C (-2.510, 0.224, 1.632)
N (1.257, 0.626, 0.062)
N (0.316, -0.403, -0.158)
O (3.088, 1.845, -0.292)
O (-0.539, 1.552, 1.701)
O (2.350, 0.542, -1.992)
O (-3.663, 0.222, 1.948)
H (-1.079, -1.851, -2.927)
H (-2.030, -1.696, -1.371)
H (0.765, -0.402, -2.073)
H (0.477, -0.870, 1.879)
H (-0.834, -1.645, 0.987)
H (0.434, 1.309, 1.669)
H (2.530, 2.123, 0.481)

Summary:
**⟨S²⟩**: 2.009
**Charge**: -1
**HOMO energy (spin up / spin down)**: -2.9 / -3.5 eV
**2S+1**: 3
**Relative energy (zero: lowest compared OMol25 entry of this formula, charge and spin)**: 0.00 kcal per mole

From a Löwdin analysis of the wavefunction, the atomic charges in e read: C -0.28; C -0.04; C -0.18; C -0.66; C -0.16; C -0.18; N 0.04; N -0.15; O -0.03; O 0.04; O 0.01; O 0.05; H 0.05; H 0.00; H 0.09; H 0.15; H 0.11; H 0.09; H 0.08